Molecular formula: C13H22CaN6O4
Method: DFT, ωB97M-V/def2-TZVPD

For the highest occupied orbital energy, the calculation gives -0.2915 Eh. The relative energy (zero: lowest compared OMol25 entry of this formula, charge and spin) comes out at 0.00 kJ/mol. As for the LUMO energy: 0.000 Eh. For the molar mass, the calculation gives 366.4 g mol⁻¹. As for the orbital gap: 7.9 eV.

CARTESIAN COORDINATES (ANGSTROEM)
1 C 0.56843 1.91602 4.30158
2 N -2.04427 4.15000 -1.77145
3 O -0.60901 -2.59731 1.77501
4 C -2.08592 -0.98013 -3.63872
5 C 0.43942 -2.15809 -0.39360
6 C -1.25223 -2.16509 -4.12500
7 H -2.95112 0.83192 -4.45663
8 N -0.73023 2.84362 -0.57859
9 H -2.28796 2.01965 -1.76533
10 C -1.14218 4.97230 -1.13772
11 H 0.07430 0.70698 -3.39529
12 C -2.31880 0.00365 -4.78278
13 H -3.72001 5.32446 -2.19889
14 H -1.15732 6.04158 -1.25415
15 Ca 0.41278 0.61607 -0.23474
16 H -1.54941 -0.80147 -1.67222
17 H -4.00611 -0.63876 -2.69519
18 H -1.37599 0.40896 -5.15949
19 H -3.25835 -2.19187 -2.28176
20 O 1.44759 -1.35929 -0.38094
21 H 0.47964 4.42195 0.23926
22 N -1.46143 -0.23797 -2.51631
23 C 1.23648 2.01275 3.07904
24 H -0.34823 -1.83625 -4.64401
25 H -2.80881 -0.49745 -5.61901
26 C -1.76001 2.89001 -1.39983
27 C -0.33770 4.15337 -0.40846
28 H 2.10943 2.59749 2.83556
29 H -1.83630 -2.74503 -4.84132
30 N -0.36875 0.65864 2.77515
31 N 0.66812 1.24512 2.15295
32 H 0.47539 -0.80408 -2.84281
33 C -0.45799 1.02831 4.05434
34 H -0.95639 -2.81064 -3.29791
35 O 0.13549 -2.94167 -1.28517
36 C -0.51012 -1.89150 0.79777
37 H -0.92029 -0.02184 2.22951
38 H -3.72814 3.69729 -2.89513
39 C -3.41957 -1.47185 -3.08685
40 H -2.69155 4.95032 -3.59952
41 O -1.11917 -0.73101 0.62699
42 H -3.99376 -1.96514 -3.87143
43 H 0.79998 2.41198 5.22693
44 C -3.10633 4.56026 -2.67149
45 N -0.05484 0.04595 -2.63848
46 H -1.22891 0.63786 4.69632

Atomic partial charges in e from the natural (NBO) method, atoms 1 to 5: atom 1 (C): -0.353, atom 2 (N): -0.330, atom 3 (O): -0.625, atom 4 (C): 0.099, atom 5 (C): 0.660

=====

Molecular formula: C25H32CrN7O5S
Method: DFT, ωB97M-V/def2-TZVPD

Its charge is -1. For the highest occupied orbital energy (spin up / spin down), the calculation gives -0.1130 / -0.1752 Eh. The relative energy (zero: lowest compared OMol25 entry of this formula, charge and spin) comes out at 51.53 kJ/mol. As for the LUMO energy (spin up / spin down): 0.086 / 0.086 Eh. For the molar mass, the calculation gives 594.6 g mol⁻¹. As for the orbital gap (spin up / spin down): 5.4 / 7.1 eV. Its spin multiplicity is 5.

CARTESIAN COORDINATES (ANGSTROEM)
1 H 2.38197 -2.05872 -2.04923
2 H -2.79600 1.39082 3.96062
3 C -5.16443 -1.49780 -0.62432
4 N -2.63124 -1.82198 1.92232
5 C 1.24436 -1.75839 2.80038
6 H -1.42562 2.25911 -5.19615
7 C -3.92551 -1.50611 0.19449
8 N -0.12889 4.25038 -1.07511
9 C -1.00626 2.31406 -3.08138
10 H 1.52029 -1.83883 3.85598
11 N -1.66229 2.66590 -1.82320
12 H -2.18379 3.62486 -4.35759
13 O -2.77755 0.08391 -2.10806
14 H -1.04092 4.81744 -2.85856
15 O -0.74386 -0.38734 -1.32936
16 H 1.94694 1.33286 2.23574
17 C -0.76157 0.95739 3.46891
18 C 0.88004 1.67634 5.06020
19 O -6.17379 -2.04537 -0.23270
20 N 0.55817 -2.76464 0.74978
21 N 1.28989 -0.62570 2.18382
22 H -4.18993 -0.46364 -1.93158
23 H 1.70158 5.99783 -2.15852
24 H -0.27200 -5.90773 1.27721
25 C -1.76413 1.46228 4.28305
26 H -2.22315 -2.12315 2.79192
27 S -1.50152 2.98027 0.79962
28 C 0.57266 1.06308 3.85105
29 C 0.81734 -2.91829 2.09052
30 H 3.30011 0.34616 -2.89234
31 C 2.48641 -1.17451 -1.41540
32 C -1.45108 2.07289 5.49089
33 C -0.32107 5.22165 -2.15068
34 H 2.56571 0.33823 3.55760
35 H 1.43281 4.65521 -3.27874
36 H -4.65011 -2.50368 2.04808
37 H 0.13271 2.65014 6.81991
38 O 1.43365 1.16611 -0.35463
39 C -3.88087 -2.02309 1.46925
40 O -5.11032 -0.86707 -1.78347
41 C -0.12369 2.17930 5.87845
42 H 3.25557 2.58370 -2.47702
43 H 0.19136 4.66001 -0.20901
44 H 1.56451 0.03833 -2.92652
45 C 0.98480 5.55518 -2.85307
46 H 3.46335 -1.24654 -0.91883
47 N -1.84743 -1.22049 1.02529
48 H -1.00976 0.49694 2.52132
49 H -2.23692 2.46620 6.12388
50 H 0.63323 -4.62869 3.49298
51 C 0.09996 -3.94220 0.31421
52 H -0.07030 2.86181 -3.15878
53 C -1.98784 -0.40395 -1.25194
54 Cr 0.88739 -0.82377 0.09078
55 C -1.08525 3.29272 -0.78406
56 C 2.12853 1.27395 -1.37509
57 H 1.91695 1.75725 5.36945
58 C -1.91599 2.56932 -4.27120
59 C 1.67752 0.55237 2.95074
60 H -2.83091 1.98706 -4.15993
61 C 0.52362 -4.22533 2.49704
62 H -2.35611 1.97882 -1.54812
63 H 2.34557 3.28337 -1.16045
64 C 0.05613 -4.88286 1.35473
65 N 2.58820 2.49150 -1.73489
66 H 0.81387 6.26937 -3.66023
67 H -0.17854 -4.07855 -0.72074
68 H -0.76873 1.24917 -3.02787
69 H -0.76687 6.13486 -1.74069
70 C -2.60734 -1.02598 -0.03330
71 C 2.43259 0.09605 -2.25614

Atomic partial charges in e from the Mulliken method, atoms 1 to 5: atom 1 (H): 0.389, atom 2 (H): 0.434, atom 3 (C): 0.390, atom 4 (N): -0.088, atom 5 (C): -0.162

=====

Molecular formula: C11H18F3NO3
Method: DFT, ωB97M-V/def2-TZVPD

For the highest occupied orbital energy, the calculation gives -0.3235 Eh. The relative energy (zero: lowest compared OMol25 entry of this formula, charge and spin) comes out at 0.00 kJ/mol. As for the LUMO energy: 0.028 Eh. For the molar mass, the calculation gives 269.3 g mol⁻¹. Its SMILES is O[C@H](CCN1CCC2(CC1)OCCO2)C(F)(F)F. As for the orbital gap: 9.6 eV.

CARTESIAN COORDINATES (ANGSTROEM)
1 C 2.07813 -1.01952 -1.10238
2 H -1.99638 0.11211 -0.41989
3 H -4.74229 3.52030 0.93836
4 H -0.76197 -1.48345 1.01950
5 H -0.75219 2.34663 -0.41487
6 C -2.06318 0.18426 0.66522
7 H 3.42480 0.00505 -2.08222
8 H -4.08678 2.42439 3.44813
9 N 0.36791 0.25918 0.87904
10 H -0.88182 3.40076 1.00436
11 H 0.22274 1.71199 2.41774
12 C 1.91115 -1.57034 0.31344
13 F 2.26814 -1.70565 -3.37007
14 C -2.16615 1.66907 1.03407
15 C 1.58496 -0.42703 1.27748
16 O -3.22709 2.30138 0.33261
17 F 0.79526 -2.72421 -2.17186
18 C 2.01019 -2.15898 -2.12749
19 O 3.31109 -0.36210 -1.19698
20 H 2.41106 0.28499 1.23664
21 H 2.84474 -2.04609 0.61369
22 H 1.11659 -2.31601 0.31414
23 H 1.52172 -0.82285 2.30346
24 C -0.84775 2.36325 0.67009
25 H 1.23623 -0.34278 -1.32013
26 C -0.83128 -0.43509 1.31424
27 H -0.94390 -0.38470 2.41119
28 C -3.49932 2.71315 2.57676
29 H -2.96182 -0.33367 1.00152
30 F 2.88684 -3.14027 -1.89240
31 C 0.32661 1.64113 1.32117
32 O -2.45039 1.78689 2.41978
33 H -4.98680 1.77984 1.28529
34 H 1.25848 2.12930 1.02624
35 C -4.25395 2.59761 1.25133
36 H -3.10107 3.72807 2.71468

Atomic partial charges in e from the natural (NBO) method, atoms 1 to 5: atom 1 (C): 0.009, atom 2 (H): 0.219, atom 3 (H): 0.195, atom 4 (H): 0.202, atom 5 (H): 0.218

=====

Molecular formula: C17H17N3O4S
Method: DFT, ωB97M-V/def2-TZVPD

For the highest occupied orbital energy, the calculation gives -0.3269 Eh. The relative energy (zero: lowest compared OMol25 entry of this formula, charge and spin) comes out at 442.53 kJ/mol. As for the LUMO energy: 0.015 Eh. For the molar mass, the calculation gives 359.4 g mol⁻¹. Its SMILES is CN(C)C(=O)Cn1c(=O)n(S(=O)(=O)c2ccccc2)c2ccccc21. As for the orbital gap: 9.3 eV.

CARTESIAN COORDINATES (ANGSTROEM)
1 C 2.87234 -0.50101 1.06385
2 H -1.83055 -3.06984 -1.26467
3 C -0.73893 3.65382 0.01310
4 N -0.53261 -0.05577 -0.29138
5 C -1.64921 -0.75463 0.39493
6 S 3.12942 -0.00673 -0.73456
7 H 0.74501 5.06644 -0.30959
8 H -1.26764 4.46734 0.55419
9 H 2.83532 1.46751 1.72174
10 C 2.75066 -1.81398 1.43209
11 H 2.33428 3.21862 -1.26952
12 C 1.40776 2.97809 -0.84308
13 H -1.27769 -1.97739 -2.66590
14 H -5.15354 -0.84767 -1.71982
15 N 1.50552 0.41542 -1.14575
16 H -4.03608 -0.16356 -2.98223
17 O 3.85472 1.32146 -0.63534
18 C -2.09792 -2.42616 -2.15627
19 C 2.30976 -2.24425 2.77851
20 C 0.60322 -0.54111 -0.83864
21 C 2.64237 0.47096 1.99764
22 H -1.43717 -1.78815 0.55335
23 C 1.00786 1.65529 -0.73913
24 O 3.80541 -1.04486 -1.56173
25 H -1.90530 -0.27483 1.35076
26 N -3.10083 -1.39719 -1.63643
27 C -0.33187 1.31888 -0.32422
28 H -2.62641 -3.07736 -2.90388
29 H 2.96938 -2.58448 0.66567
30 H -4.33374 -1.90402 -3.02833
31 C -4.27534 -1.04286 -2.39382
32 H -2.09968 2.07726 0.23584
33 C -2.87335 -0.54512 -0.49733
34 H 1.95841 0.92440 3.91697
35 H 1.80191 -1.46461 4.64690
36 O 0.82117 -1.74590 -0.95818
37 H 2.12893 -3.30263 3.08220
38 C -1.10427 2.33737 -0.02510
39 C 0.46059 3.99412 -0.39381
40 C 2.25673 0.16443 3.29422
41 O -3.70732 0.24496 -0.05347
42 C 2.17865 -1.20226 3.67027

Atomic partial charges in e from the natural (NBO) method, atoms 1 to 5: atom 1 (C): -0.287, atom 2 (H): 0.218, atom 3 (C): -0.217, atom 4 (N): -0.419, atom 5 (C): -0.294

=====

Molecular formula: C6H10N
Method: DFT, ωB97M-V/def2-TZVPD

Its charge is +1. For the highest occupied orbital energy, the calculation gives -0.5811 Eh. The relative energy (zero: lowest compared OMol25 entry of this formula, charge and spin) comes out at 269.41 kJ/mol. As for the LUMO energy: -0.261 Eh. For the molar mass, the calculation gives 96.2 g mol⁻¹. As for the orbital gap: 8.7 eV.

CARTESIAN COORDINATES (ANGSTROEM)
1 H -1.20373 -2.43279 -0.08589
2 H 0.84449 -0.31564 -1.04192
3 H -0.24415 -2.27309 -1.59033
4 H -0.16231 2.97194 0.70778
5 H -1.25899 2.35934 -0.51690
6 C 1.25312 -1.13639 0.87391
7 C 0.25339 -0.63219 -0.15811
8 H -0.81452 0.70041 1.23127
9 H 0.50374 2.23745 -0.93657
10 H -1.43162 -1.19710 -1.33809
11 C 1.53314 -0.15065 1.81504
12 C -0.00070 0.88403 0.55611
13 C -0.33230 2.17995 -0.11799
14 H 2.07616 -0.28891 2.66655
15 H 1.65315 -2.04214 0.92573
16 C -0.66452 -1.68954 -0.77196
17 N 0.96138 0.97883 1.51853

Atomic partial charges in e from the natural (NBO) method, atoms 1 to 5: atom 1 (H): 0.247, atom 2 (H): 0.324, atom 3 (H): 0.260, atom 4 (H): 0.264, atom 5 (H): 0.247

=====

Molecular formula: C12H36F2KNO20P4S2
Method: DFT, ωB97M-V/def2-TZVPD

For the highest occupied orbital energy, the calculation gives -0.3674 Eh. The relative energy (zero: lowest compared OMol25 entry of this formula, charge and spin) comes out at 219.12 kJ/mol. As for the LUMO energy: -0.035 Eh. For the molar mass, the calculation gives 779.5 g mol⁻¹. As for the orbital gap: 9.1 eV.

CARTESIAN COORDINATES (ANGSTROEM)
1 H 4.41594 -5.21156 -2.67324
2 P -3.24399 4.31419 4.29784
3 H -3.33930 4.77068 -0.72014
4 O 2.98195 1.25977 -6.31401
5 C 0.30712 2.78220 -6.32099
6 O 1.04491 -0.21392 -6.93828
7 C -3.79284 4.50360 0.23515
8 H -0.96444 2.96121 -2.52931
9 O -3.87569 4.07429 5.73516
10 O 4.21822 -3.66428 1.00339
11 C 4.68031 -6.83333 2.76768
12 O -4.09361 3.11631 0.20772
13 O -1.68947 4.09942 4.57042
14 O 2.77960 -5.84014 0.50781
15 O 0.56877 1.72082 -5.39267
16 H -4.05490 2.28129 6.77187
17 O -3.43668 0.65980 0.00976
18 C -0.68137 1.57534 0.98146
19 H 5.03739 -6.60829 3.77193
20 C 4.70646 -4.59829 -1.81754
21 H -3.36341 1.12755 2.86136
22 H 0.42343 3.75605 -5.84767
23 H 2.53045 -1.62516 -6.80924
24 O -3.60482 5.57874 3.63929
25 H 4.00237 -3.75865 -1.76879
26 O -0.29726 -3.25891 3.01348
27 C 0.50698 -0.74809 -4.02832
28 K -3.52582 -2.02248 -0.52431
29 O 0.86551 -0.94212 1.38087
30 O -2.68380 2.49975 -1.66065
31 H 2.82766 -3.77623 2.53020
32 H 0.06389 -0.17183 -3.21721
33 H 0.91879 -2.12277 -7.54499
34 F 0.00766 -1.15999 -0.81333
35 O -1.80558 -1.27869 2.75059
36 H -0.69968 2.69078 -6.72149
37 S -1.29088 -2.52332 2.27911
38 C -0.71756 4.56337 3.61515
39 P 1.76391 0.68163 -5.76991
40 C -3.27296 1.70957 3.78422
41 H 5.57444 -4.03428 -2.19082
42 H 3.59648 -6.93036 2.83476
43 H -0.19869 -0.85240 -4.85130
44 C 3.66763 -3.15815 2.20133
45 H -0.56237 3.71426 2.94718
46 H 2.05839 -1.10915 -8.48888
47 H -2.23382 1.78079 4.09389
48 C -3.41932 3.16206 6.73072
49 H 0.62405 -1.72591 -3.55875
50 H -0.28827 1.60836 1.99428
51 H 5.14632 -7.76313 2.44080
52 C 1.71706 -1.38463 -7.49278
53 H -1.06522 0.55589 0.88307
54 O -3.70852 3.03560 3.41230
55 H 1.04653 2.73373 -7.12096
56 H -1.10146 5.45122 3.11444
57 P 4.10916 -5.22533 0.68116
58 N -1.21750 -2.63860 0.76432
59 O 1.18801 -3.01775 0.04458
60 H -4.72038 5.08688 0.25469
61 H 3.16447 -2.21141 1.98208
62 H -3.89030 1.12227 4.46518
63 H 0.21583 4.73155 4.14950
64 F -2.65786 -3.43267 2.47924
65 H -3.32258 4.89541 1.13670
66 O 4.97326 -5.30881 -0.66032
67 C -1.52583 2.04075 -2.37066
68 H -0.84546 1.39405 -1.80613
69 S 0.32252 -1.98967 0.54770
70 H -1.72708 1.49430 -3.28870
71 P -2.98387 2.04072 -0.16181
72 H -2.37194 2.94342 6.51847
73 H -3.40957 3.60760 7.72571
74 O 1.74302 -0.23527 -4.50518
75 H 4.34667 -2.90088 3.01393
76 O -1.71493 2.49118 0.66061
77 H 0.19103 1.53014 0.32328
78 O 5.06281 -5.87002 1.79390

Atomic partial charges in e from the Mulliken method, atoms 1 to 5: atom 1 (H): 0.303, atom 2 (P): 1.046, atom 3 (H): 0.332, atom 4 (O): -0.728, atom 5 (C): -0.783